1.
The following is a DFT calculation (wB97M-V/def2-TZVPD) of a 2-piece molecular cluster, Br2IOP overall at a distorted geometry.

Element x y z (Å)
1 O 0.59 -0.48 1.68
2 P 1.13 -1.57 0.91
3 Br 2.20 -0.75 -0.87
4 Br -1.21 0.75 -1.69
5 I -2.70 2.05 -0.03

E_tot, eV: -159522.6263
Molar mass, g/mol: 333.69
SMILES: O=PBr.BrI
Net charge: 0
Relative energy (zero: lowest compared OMol25 entry of this formula, charge and spin), kJ/mol: 118.8
HOMO energy, eV: -9.853

Calculated atomic charges, method Löwdin, unit e: -0.5618 0.4419 0.1162 -0.2030 0.2067

=====

2.
The following is a DFT calculation (wB97M-V/def2-TZVPD) of C27H46BBrN5O25PS7 as an isolated structure at a distorted geometry.

Element x y z (Å)
1 C 1.00 -2.23 1.85
2 O 1.20 -1.66 0.51
3 C 1.73 -0.26 0.63
4 C 0.67 0.88 0.05
5 C 1.28 1.06 -1.50
6 C 1.06 -0.27 -2.44
7 C 2.40 -1.20 -2.64
8 S 3.84 -0.34 -3.47
9 C 5.38 -0.63 -2.38
10 S 6.54 0.60 -2.24
11 N 5.65 -1.93 -1.64
12 C 6.62 -3.07 -2.00
13 C 6.58 -4.27 -0.88
14 N 5.59 -3.82 0.18
15 C 5.10 -2.45 -0.31
16 N -0.80 0.41 0.09
17 C -1.32 0.70 1.48
18 O -2.42 0.10 1.96
19 C -0.40 1.86 2.27
20 N 0.25 1.01 3.34
21 C 0.49 1.70 4.50
22 O 0.76 2.38 5.62
23 P -1.48 3.18 3.12
24 O -2.60 2.41 3.99
25 C 0.50 2.29 0.93
26 C -0.01 3.59 0.04
27 C -1.56 3.52 -0.45
28 C -1.81 2.90 -1.95
29 Br -2.19 5.46 -0.56
30 B 2.00 2.86 1.42
31 N 3.30 2.58 0.67
32 O 2.14 3.74 2.63
33 H 0.34 -1.54 2.53
34 H 2.03 -2.51 2.36
35 H 0.38 -3.23 1.69
36 H 2.75 -0.28 0.02
37 H 2.02 -0.13 1.75
38 H 2.46 1.26 -1.49
39 H 0.81 1.97 -2.07
40 H 0.19 -0.97 -2.10
41 H 0.75 0.14 -3.52
42 H 2.06 -2.10 -3.34
43 H 2.75 -1.69 -1.63
44 H 7.31 -3.11 -2.94
45 H 7.19 -5.28 -0.83
46 H 4.31 -1.89 0.39
47 H -0.99 -0.52 -0.33
48 H -0.72 4.14 3.94
49 H -2.25 4.02 2.20
50 H 0.74 3.79 -0.86
51 H 0.09 4.54 0.74
52 H -2.31 3.00 0.28
53 H -2.99 2.88 -2.13
54 H -1.28 3.53 -2.77
55 H -1.45 1.79 -2.09
56 H 3.21 3.01 -0.29
57 H 4.14 2.97 1.16
58 H 3.10 3.90 2.85
59 C -4.81 -1.59 2.58
60 C -6.31 -1.46 2.33
61 O -6.60 -2.41 1.31
62 S -5.60 -3.69 1.47
63 O -6.30 -4.72 2.21
64 O -4.95 -3.92 0.20
65 O -4.53 -2.99 2.48
66 H -4.23 -1.07 1.80
67 H -4.52 -1.21 3.56
68 H -6.59 -0.45 2.01
69 H -6.88 -1.73 3.22
70 C 6.30 -0.09 4.14
71 C 6.19 -0.41 2.66
72 O 5.73 0.79 2.04
73 S 6.31 2.07 2.88
74 O 7.49 2.54 2.20
75 O 5.20 2.92 3.23
76 O 6.78 1.25 4.21
77 H 5.31 -0.12 4.63
78 H 6.98 -0.77 4.67
79 H 5.50 -1.24 2.46
80 H 7.17 -0.65 2.23
81 C -11.35 -3.55 2.83
82 C -10.64 -2.45 3.63
83 O -9.31 -2.92 3.81
84 S -8.88 -3.82 2.52
85 O -8.13 -2.98 1.61
86 O -8.40 -5.10 2.99
87 O -10.38 -4.02 1.90
88 H -11.64 -4.38 3.48
89 H -12.23 -3.17 2.31
90 H -11.12 -2.27 4.59
91 H -10.60 -1.52 3.06
92 C -3.90 -4.26 -3.77
93 C -4.73 -3.06 -3.31
94 O -3.98 -1.91 -3.72
95 S -3.17 -2.27 -5.09
96 O -3.95 -1.76 -6.21
97 O -1.78 -1.95 -4.90
98 O -3.35 -3.88 -5.04
99 H -3.07 -4.45 -3.09
100 H -4.50 -5.16 -3.87
101 H -4.89 -3.05 -2.23
102 H -5.69 -3.03 -3.83
103 C 6.62 5.45 -4.65
104 C 6.68 3.97 -5.05
105 O 5.46 3.41 -4.58
106 S 4.29 4.54 -4.64
107 O 3.54 4.35 -5.86
108 O 3.66 4.63 -3.34
109 O 5.26 5.84 -4.84
110 H 6.86 5.58 -3.59
111 H 7.28 6.07 -5.26
112 H 7.54 3.46 -4.62
113 H 6.70 3.86 -6.14

E_tot, eV: -243215.7871
Molar mass, g/mol: 1186.83
Net charge: 0
HOMO energy, eV: -8.655

Results of the Löwdin charge analysis, in e, for atoms 1 through 99: -0.1054 -0.2675 -0.1324 -0.2526 -0.1262 -0.2130 -0.4718 0.8246 -0.9493 0.6347 -0.1617 -0.0398 -0.0956 -0.0302 -0.1022 0.1214 -0.2141 -0.0329 -0.3631 0.1123 -0.0809 0.0394 0.8451 -0.4912 -0.1809 -0.1802 -0.6684 -0.1743 0.5831 -0.4208 0.1488 0.0237 0.0896 0.1031 0.1167 0.1138 0.1206 0.1060 0.0970 0.1164 0.1294 0.1062 0.0657 0.1052 0.0988 0.1124 0.1364 0.0507 0.0144 0.1454 0.1079 0.0794 0.0979 0.0887 0.0691 0.0958 0.0505 0.0843 -0.1715 -0.1352 -0.3195 0.7242 -0.2457 -0.2479 -0.1812 0.0996 0.1424 0.1468 0.1269 -0.1643 -0.1738 -0.2128 0.6814 -0.2240 -0.2435 -0.1848 0.1341 0.1405 0.1204 0.1390 -0.1796 -0.1765 -0.1946 0.7451 -0.2777 -0.2303 -0.1925 0.1314 0.1342 0.1355 0.1314 -0.1688 -0.1689 -0.1976 0.6733 -0.2368 -0.2517 -0.1963 0.1344

=====

3.
The following is a DFT calculation (wB97M-V/def2-TZVPD) of C13H20N4OS in the gas phase at a distorted geometry.

Element x y z (Å)
1 C 6.32 1.47 0.54
2 O 5.14 2.10 0.10
3 C 3.97 1.39 0.15
4 C 2.84 2.07 -0.31
5 C 1.61 1.44 -0.30
6 C 1.47 0.13 0.15
7 N 0.18 -0.41 0.12
8 C -0.29 -1.64 0.43
9 S 0.57 -2.94 0.97
10 N -1.63 -1.84 0.26
11 N -2.65 -0.96 -0.12
12 C -2.93 0.13 0.79
13 C -4.31 0.68 0.44
14 N -4.31 1.14 -0.93
15 C -5.55 1.80 -1.28
16 C -4.03 0.03 -1.82
17 C -2.64 -0.53 -1.50
18 C 2.60 -0.54 0.61
19 C 3.84 0.09 0.61
20 H 6.54 0.58 -0.05
21 H 6.25 1.19 1.60
22 H 7.11 2.20 0.41
23 H 2.94 3.08 -0.66
24 H 0.74 1.98 -0.66
25 H -0.50 0.25 -0.23
26 H -1.94 -2.77 0.52
27 H -2.93 -0.26 1.81
28 H -2.20 0.96 0.73
29 H -4.54 1.53 1.09
30 H -5.07 -0.11 0.61
31 H -5.49 2.17 -2.30
32 H -5.70 2.65 -0.62
33 H -6.43 1.14 -1.20
34 H -4.05 0.39 -2.85
35 H -4.77 -0.78 -1.71
36 H -2.42 -1.39 -2.13
37 H -1.90 0.26 -1.71
38 H 2.52 -1.55 0.97
39 H 4.69 -0.47 0.97

E_tot, eV: -32647.5258
Molar mass, g/mol: 280.40
SMILES: COc1ccc(NC(=S)NN2CCN(C)CC2)cc1
Net charge: 0
Relative energy (zero: lowest compared OMol25 entry of this formula, charge and spin), kJ/mol: 35.6
HOMO energy, eV: -7.844

Calculated atomic charges, method Löwdin, unit e: -0.0930 -0.0884 -0.2824 -0.0049 -0.0225 -0.2388 0.0806 -0.8260 0.6569 -0.0227 -0.1651 -0.1561 -0.1928 -0.2328 -0.1011 -0.1929 -0.1567 -0.0419 -0.0123 0.0953 0.0952 0.0918 0.1179 0.1115 0.0982 0.1143 0.1302 0.1161 0.1219 0.1279 0.0837 0.0837 0.0888 0.1218 0.1280 0.1297 0.1148 0.0175 0.1047

=====

4.
The following is a DFT calculation (wB97M-V/def2-TZVPD) of a 3-piece molecular cluster, C4H13NO2 overall.

Element x y z (Å)
1 C -0.91 0.09 -0.46
2 C -2.03 -0.79 -0.85
3 C -1.11 1.42 0.13
4 O -0.59 -1.13 1.40
5 H -0.82 -0.69 2.22
6 H 0.02 -0.06 -1.00
7 H -1.72 -1.83 -0.95
8 H -2.39 -0.46 -1.83
9 H -2.86 -0.74 -0.14
10 H -0.22 1.71 0.69
11 H -1.20 2.15 -0.68
12 H -2.02 1.47 0.74
13 C 2.33 -0.51 -0.66
14 N 1.71 -0.29 0.60
15 O 1.83 1.13 0.88
16 H 2.08 1.15 1.81
17 H 0.40 -0.87 1.16
18 H 3.40 -0.24 -0.66
19 H 2.24 -1.57 -0.90
20 H 1.87 0.07 -1.50

E_tot, eV: -9938.5576
Molar mass, g/mol: 107.15
Net charge: 0
Relative energy (zero: lowest compared OMol25 entry of this formula, charge and spin), kJ/mol: 544.1
HOMO energy (alpha / beta), eV: -7.832 / -6.236

Calculated atomic charges, method Löwdin, unit e: -0.1370 -0.0913 -0.0857 -0.1103 0.0531 0.0598 0.0845 0.0959 0.0828 0.0639 0.1011 0.0859 -0.1937 -0.1872 -0.1346 0.0828 0.0069 0.0749 0.0811 0.0671

=====

5.
The following is a DFT calculation (wB97M-V/def2-TZVPD) of C8H15N in the gas phase at a distorted geometry.

Element x y z (Å)
1 C 2.59 -0.48 -0.28
2 C 1.25 -0.43 -0.87
3 C 0.19 0.28 -0.01
4 C 0.72 1.64 0.47
5 C -0.41 -0.61 1.06
6 C -1.47 -1.44 0.33
7 C -1.98 -0.43 -0.70
8 C -2.17 0.95 -0.30
9 N -0.92 0.49 -0.88
10 H 3.04 0.56 -0.12
11 H 2.54 -1.04 0.59
12 H 3.26 -0.98 -0.94
13 H 0.90 -1.42 -1.11
14 H 1.25 0.10 -1.79
15 H -0.07 2.26 1.06
16 H 1.60 1.35 1.21
17 H 1.13 2.30 -0.29
18 H 0.38 -1.19 1.58
19 H -1.00 -0.04 1.82
20 H -2.30 -1.77 1.06
21 H -0.97 -2.32 -0.15
22 H -2.49 -0.71 -1.60
23 H -2.34 1.21 0.75
24 H -2.72 1.71 -0.91

E_tot, eV: -10027.7484
Molar mass, g/mol: 125.21
SMILES: CC[C@]1(C)CC[C@H]2CN21
Net charge: 0
Relative energy (zero: lowest compared OMol25 entry of this formula, charge and spin), kJ/mol: 157.0
HOMO energy, eV: -8.795

Calculated atomic charges, method Löwdin, unit e: -0.1108 -0.2033 -0.5562 -0.0296 -0.1435 -0.1181 -0.2672 -0.1049 -0.0335 0.1007 0.0492 0.0673 0.1123 0.1087 0.1053 0.1095 0.0801 0.1244 0.1143 0.1345 0.1090 0.1289 0.1063 0.1165